Entry 1:
The following is a DFT calculation (ωB97M-V/def2-TZVPD) of a structure of composition C18H29N2O2P2Sc at a distorted geometry.

```
54
C18H29N2O2P2Sc, DFT ωB97M-V/def2-TZVPD
C -0.9252 3.4088 -2.3594
C -0.9800 2.2814 -1.5523
N 0.1577 1.7355 -1.0354
C 1.2929 2.4833 -1.0354
C 1.3930 3.6196 -1.8258
C 0.2877 4.0676 -2.5427
C -2.3556 1.7523 -1.1797
P -2.3811 0.1279 -0.2852
Sc 0.0984 -0.3750 -0.3934
P 2.9097 0.4940 0.3508
C 2.4587 2.1925 -0.0901
C 1.0699 -1.4891 1.5516
C -0.1926 -0.9011 1.9649
C -1.0714 -1.5732 2.7940
C -0.8404 -2.9482 2.9195
C 0.2958 -3.5645 2.3740
C 1.2995 -2.8493 1.7251
O -2.0758 -2.3988 -4.7760
O -0.1987 -2.4458 -0.9833
H -1.8486 3.7619 -2.8158
H 2.3497 4.1386 -1.8570
H 0.3668 4.9233 -3.2044
C -3.4285 0.5566 1.1442
C -3.5359 -0.8178 -1.3360
H 3.3734 2.5902 -0.5599
H 2.3191 2.7381 0.8641
H -2.9460 1.6807 -2.0175
H -2.8499 2.4762 -0.5037
C 4.3930 0.4873 1.3323
C 3.1428 -0.4937 -1.1341
H 0.1205 1.2324 2.3630
H -1.8989 -1.0469 3.2703
H -1.5435 -3.5522 3.4954
H 0.4130 -4.6428 2.5175
H 2.2352 -3.2788 1.3598
H 1.1695 -2.7901 -4.6508
H -0.8983 -2.7847 -1.5734
H -2.4754 -2.9449 -5.4149
H -1.4968 -1.8005 -5.2835
H -0.6043 -2.5275 0.0260
H -4.4433 0.1670 0.9911
H -3.0115 0.1151 2.0564
H -3.4678 1.6461 1.2684
H -4.4945 -0.9365 -0.8154
H -3.6873 -0.3033 -2.2933
H -3.1229 -1.8139 -1.5494
H 4.0598 -1.0762 -0.9568
H 2.3207 -1.2076 -1.3549
H 3.2930 0.1728 -1.9967
H 5.1035 -0.2224 0.8891
H 4.8328 1.4938 1.3635
H 4.1173 0.1659 2.3453
N 0.2875 0.4337 1.7432
C 1.6139 -0.1580 1.3824
```

Energy relative to the best compared isomer or geometry (same formula, charge and spin), kcal/mol: 92.2
Kohn-Sham gap (alpha / beta), eV: 3.900 / 3.932
Lowest unoccupied orbital energy (alpha / beta), eV: -0.2 / -0.2
Highest occupied orbital energy (alpha / beta), eV: -4.11 / -4.13
Charge: 0

Entry 2:
The following is a DFT calculation (ωB97M-V/def2-TZVPD) of a structure of composition C7H16Cl3N2O3Y at a distorted geometry.

```
32
C7H16Cl3N2O3Y, DFT ωB97M-V/def2-TZVPD
Y -6.4894 0.3333 -2.2402
O -2.7623 -0.3816 -1.4824
H -2.0250 -0.5199 -0.8565
C -2.7983 -4.2931 2.1029
O -4.0152 -4.1257 1.9872
N -2.0259 -3.4648 2.8083
C -0.5690 -3.6916 2.9991
C -2.5516 -2.2165 3.4657
H -2.2360 -5.0600 1.5481
H -0.0248 -2.7555 2.8739
H -0.2407 -4.4125 2.2504
H -0.3286 -4.1240 3.9704
H -3.5750 -2.3341 3.8222
H -1.9333 -2.0577 4.3492
H -2.4524 -1.3365 2.8302
C 2.1388 4.4777 1.0206
O 2.4968 5.0216 2.0442
N 2.5781 4.8053 -0.2285
C 2.1335 4.0597 -1.4544
C 3.6531 5.7783 -0.4680
H 1.3259 3.7387 1.0935
H 2.9326 3.4272 -1.8411
H 1.8410 4.7951 -2.2040
H 1.2756 3.4517 -1.1677
H 3.3441 6.6418 -1.0571
H 4.1479 6.1285 0.4379
H 4.4302 5.2690 -1.0381
C 0.1862 -3.3786 -5.0647
Cl 1.1267 -3.6746 -3.6304
Cl 0.3146 -4.8786 -6.0802
Cl 0.9674 -2.0477 -5.9300
H -0.8650 -3.1750 -4.8607
```

Energy relative to the best compared isomer or geometry (same formula, charge and spin), kcal/mol: 222.2
Kohn-Sham gap, eV: 1.569
Lowest unoccupied orbital energy, eV: -11.9
Highest occupied orbital energy, eV: -13.49
Charge: +2

Entry 3:
The following is a DFT calculation (ωB97M-V/def2-TZVPD) of the ion C3FNO6 with charge -2 at a distorted geometry.

```
11
C3FNO6, DFT ωB97M-V/def2-TZVPD
C 1.4269 -0.6336 -0.7156
C 0.4077 0.0252 1.2300
C -0.6522 -0.0962 0.1945
N -1.3045 0.8426 -0.4565
O 1.3949 -1.8058 -0.7525
O 1.6372 -0.1022 0.8130
O 1.5616 0.2893 -1.5104
O 0.1373 0.1829 2.4098
O -2.3694 0.5574 -1.1356
O -0.8201 2.0200 -0.4780
F -1.4193 -1.2795 0.4013
```

Energy relative to the best compared isomer or geometry (same formula, charge and spin), kcal/mol: 17.8
SMILES string: O=C([O-])OC(=O)C(F)=[N+]([O-])[O-]
Kohn-Sham gap, eV: 6.719
Lowest unoccupied orbital energy, eV: 6.8
Highest occupied orbital energy, eV: 0.11
Charge: -2

Entry 4:
The following is a DFT calculation (ωB97M-V/def2-TZVPD) of a structure of composition C41H47CsF6GeN4O3P2Sb at a distorted geometry.

```
106
C41H47CsF6GeN4O3P2Sb, DFT ωB97M-V/def2-TZVPD
Cs -1.3750 0.9381 0.5284
C 1.3566 -2.1583 -1.0483
C 2.4044 -2.8251 -0.1645
P 1.9771 -2.6388 1.6454
C 2.8256 -1.0444 1.9849
C 2.0570 0.0101 2.4699
C 2.6508 1.2276 2.7770
C 4.0125 1.4031 2.5905
C 4.7830 0.3586 2.0917
C 4.1955 -0.8583 1.7932
C 3.2153 -3.8126 2.3417
C 3.3002 -5.1232 1.8594
C 4.1500 -6.0459 2.4469
C 4.9188 -5.6943 3.5473
C 4.7998 -4.4145 4.0746
C 3.9456 -3.4949 3.4911
P 1.2107 -2.7265 -2.8252
C 2.9166 -2.4067 -3.4682
C 4.0590 -3.0571 -2.9944
C 5.3035 -2.7957 -3.5467
C 5.4357 -1.8916 -4.5902
C 4.3059 -1.2619 -5.0915
C 3.0619 -1.5220 -4.5366
C 1.3886 -4.5586 -2.5579
C 2.0292 -5.3567 -3.5089
C 2.0569 -6.7375 -3.3875
C 1.4215 -7.3576 -2.3207
C 0.7325 -6.5840 -1.3979
C 0.7037 -5.2032 -1.5235
H 1.5339 -1.0856 -1.1040
H 0.3580 -2.3001 -0.6207
H 3.3945 -2.4055 -0.3435
H 2.4409 -3.8969 -0.3511
H 0.9890 -0.1271 2.5989
H 2.0438 2.0354 3.1657
H 4.4785 2.3503 2.8328
H 5.8474 0.4969 1.9420
H 4.8083 -1.6741 1.4283
H 2.6983 -5.4277 1.0111
H 4.2140 -7.0514 2.0479
H 5.5954 -6.4100 3.9969
H 5.3767 -4.1358 4.9484
H 3.8476 -2.5061 3.9200
H 3.9813 -3.7895 -2.2033
H 6.1800 -3.3075 -3.1659
H 6.4111 -1.6834 -5.0130
H 4.3916 -0.5693 -5.9200
H 2.1812 -1.0306 -4.9224
H 2.5213 -4.8837 -4.3500
H 2.5774 -7.3325 -4.1293
H 1.4571 -8.4351 -2.2145
H 0.2134 -7.0582 -0.5734
H 0.1459 -4.6167 -0.8020
C 1.8343 0.0568 6.9261
O 1.4116 1.3994 6.9639
C 0.7822 1.8731 5.8418
C 0.2925 3.1920 5.9331
C -0.4010 3.7186 4.8764
C -0.6243 3.0219 3.6729
C -1.4309 3.5780 2.5999
C -2.4266 4.6810 2.9158
O -1.4167 3.1735 1.4352
C -0.0310 1.7080 3.5274
O -0.0598 1.0240 2.4723
C 0.6255 1.1655 4.6872
H 2.2179 -0.1731 7.9196
H 2.6271 -0.0995 6.1871
H 1.0055 -0.6188 6.6939
H 0.4670 3.7548 6.8401
H -0.7475 4.7398 4.9694
H -2.3622 5.0804 3.9223
H -3.4194 4.2543 2.7687
H -2.3047 5.4781 2.1824
H 1.0068 0.1608 4.5572
N -3.2569 1.8252 -4.5065
C -2.3920 0.9885 -3.8805
N -2.8922 0.1285 -2.9807
N -1.1473 0.9657 -4.2785
C -0.2250 0.2627 -3.6955
N 0.6720 -0.3097 -3.2244
H -4.0646 2.0940 -3.9614
H -2.8059 2.5885 -4.9821
H -3.7348 0.3683 -2.4778
H -2.2280 -0.4285 -2.4713
C -3.4724 -0.1478 3.6994
Ge -3.0610 -1.7730 2.6081
C -1.2161 -2.2333 3.2190
C -4.1694 -3.1697 3.5901
C -3.1424 -1.5903 0.6904
H -2.9210 -0.1990 4.6407
H -4.5362 -0.0767 3.9341
H -3.1738 0.7717 3.1965
H -1.1485 -2.1492 4.3064
H -0.4946 -1.5435 2.7802
H -0.9376 -3.2493 2.9323
H -4.0069 -3.0945 4.6680
H -3.9020 -4.1804 3.2740
H -5.2352 -3.0295 3.3961
H -3.7093 -2.4673 0.3197
F -2.0724 2.3467 -1.2442
Sb -3.4017 3.7267 -1.0722
F -2.9281 4.1212 -2.8991
F -4.5987 2.3891 -1.8342
F -4.8328 4.9804 -1.3109
F -4.2042 3.3198 0.5944
F -2.3156 5.1734 -0.5326
```

Energy relative to the best compared isomer or geometry (same formula, charge and spin), kcal/mol: 91.6
Kohn-Sham gap (alpha / beta), eV: 5.133 / 5.135
⟨S²⟩: 0.754
2S+1: 2
Lowest unoccupied orbital energy (alpha / beta), eV: 3.7 / 3.7
Highest occupied orbital energy (alpha / beta), eV: -1.39 / -1.40
Charge: -2

Entry 5:
The following is a DFT calculation (ωB97M-V/def2-TZVPD) of a cluster of 2 separate species, C3H4NP in total at a distorted geometry.

```
9
C3H4NP, DFT ωB97M-V/def2-TZVPD
C -3.8845 -0.1464 0.0128
C -0.2355 -0.3567 -0.9758
C 0.2811 -0.2378 0.3982
N -4.5898 0.7691 -0.0782
P -1.0585 -1.4520 0.2984
H -0.9298 0.3922 -1.2177
H 0.1062 -0.9455 -1.8087
H 1.2080 -0.7221 0.7468
H -0.0077 0.4943 1.1138
```

Energy relative to the best compared isomer or geometry (same formula, charge and spin), kcal/mol: 92.3
Kohn-Sham gap (alpha / beta), eV: 7.569 / 6.304
Lowest unoccupied orbital energy (alpha / beta), eV: -2.7 / -3.1
Highest occupied orbital energy (alpha / beta), eV: -10.24 / -9.45
Charge: 0

Entry 6:
The following is a DFT calculation (ωB97M-V/def2-TZVPD) of a structure of composition C11H7NO5Tb at a distorted geometry.

```
25
C11H7NO5Tb, DFT ωB97M-V/def2-TZVPD
O -0.0020 -0.0022 -7.1815
C -0.0019 -0.0023 -6.0452
Tb -0.0011 -0.0041 -1.7392
O 2.1649 -2.7971 -2.6788
C 1.4634 -1.8852 -2.5354
C -1.4653 1.8776 -2.5371
O -2.1668 2.7905 -2.6789
C -1.8585 -1.4772 -2.5725
O -2.7584 -2.1997 -2.7277
C 1.8561 1.4719 -2.5671
O 2.7525 2.1936 -2.7274
C 0.0134 0.0066 4.6220
C -0.0063 0.0020 3.1025
C 1.1975 0.1268 2.3869
C 1.2233 0.1273 0.9982
N -0.0055 -0.0021 0.3788
C -1.2368 -0.1291 0.9951
C -1.2145 -0.1250 2.3905
H 0.6542 -0.8267 4.9624
H 0.4445 0.9665 4.9596
H -1.0171 -0.1129 4.9799
H 2.1889 0.2340 2.8416
H 2.0909 0.2180 0.2761
H -2.1028 -0.2207 0.2660
H -2.2127 -0.2306 2.8310
```

Kohn-Sham gap (alpha / beta), eV: 6.892 / 7.213
⟨S²⟩: 12.679
2S+1: 7
Lowest unoccupied orbital energy (alpha / beta), eV: -14.0 / -13.6
Highest occupied orbital energy (alpha / beta), eV: -20.84 / -20.85
Charge: +3

Entry 7:
The following is a DFT calculation (ωB97M-V/def2-TZVPD) of a structure of composition C19H44NO2P2SV at a distorted geometry.

```
70
C19H44NO2P2SV, DFT ωB97M-V/def2-TZVPD
V -0.0951 -0.0427 -0.4707
P -2.1571 0.9488 -0.0302
P 1.9142 -1.2611 -0.5341
N -1.0049 -1.4273 -1.9358
C -3.0186 -0.1610 -1.1907
H -4.0545 -0.3082 -0.8451
H -3.0817 0.3910 -2.1376
C -2.4175 -1.5270 -1.5052
H -2.4649 -2.2037 -0.6556
H -2.9554 -1.9668 -2.3464
C -0.2509 -2.6988 -1.7887
H -0.4721 -3.2944 -2.6756
H -0.6267 -3.2209 -0.9113
C 1.2575 -2.4726 -1.7157
H 1.5769 -2.1177 -2.7060
H 1.7597 -3.4427 -1.5526
C 2.6147 -2.2836 0.8408
C 2.9604 -1.4567 2.0938
H 3.3720 -2.1471 2.8500
H 2.0643 -0.9794 2.5206
H 3.7198 -0.6859 1.8793
C 3.2883 -0.3362 -1.3812
C 4.1126 0.5288 -0.4172
H 4.7239 1.2189 -1.0193
H 4.8063 -0.0770 0.1890
H 3.4605 1.1287 0.2362
C -2.3037 2.6774 -0.7084
C -1.9391 3.7654 0.3102
H -1.8500 4.7207 -0.2310
H -0.9722 3.5637 0.7964
H -2.7218 3.8932 1.0740
C -3.1442 0.8174 1.5345
C -2.4331 1.4341 2.7536
H -3.1102 1.3432 3.6189
H -2.2089 2.5021 2.5984
H -1.5059 0.8882 2.9905
C -0.2956 -0.7937 1.2167
O -0.4965 -1.3741 2.2294
C 4.1931 -1.2188 -2.2438
H 4.8006 -1.9003 -1.6374
H 3.6347 -1.8071 -2.9792
H 4.8806 -0.5654 -2.7955
C -3.6528 2.9752 -1.3680
H -3.5970 3.9683 -1.8307
H -3.9137 2.2605 -2.1541
H -4.4664 3.0012 -0.6367
C -4.5841 1.3420 1.4015
H -5.1420 1.0068 2.2904
H -4.6173 2.4438 1.3871
H -5.1051 0.9417 0.5189
C 3.7976 -3.1720 0.4172
H 4.7280 -2.5878 0.3103
H 3.9603 -3.9094 1.2207
H 3.6006 -3.7350 -0.5085
H 1.7561 -2.9362 1.0952
H -3.1831 -0.2804 1.6839
H 2.7061 0.3465 -2.0326
H -1.5106 2.6557 -1.4801
H -1.0750 -1.3096 -2.9362
H 0.5011 1.1920 0.1725
C 2.6375 2.2450 3.4860
S 1.3659 2.7228 2.3436
C 2.1832 4.0952 1.5241
O 1.5764 1.5309 1.3671
H 3.5130 1.8929 2.9167
H 2.2160 1.4222 4.0847
H 2.8614 3.1123 4.1253
H 3.2052 3.7962 1.2355
H 1.5993 4.3987 0.6409
H 2.1985 4.9128 2.2502
```

Energy relative to the best compared isomer or geometry (same formula, charge and spin), kcal/mol: 19.4
Kohn-Sham gap (alpha / beta), eV: 7.276 / 7.074
⟨S²⟩: 3.786
2S+1: 4
Lowest unoccupied orbital energy (alpha / beta), eV: -2.4 / -2.5
Highest occupied orbital energy (alpha / beta), eV: -9.70 / -9.60
Charge: +1

Entry 8:
The following is a DFT calculation (ωB97M-V/def2-TZVPD) of a cluster of 2 separate species, CH4FP in total at a distorted geometry.

```
7
CH4FP, DFT ωB97M-V/def2-TZVPD
C 0.0582 -0.7530 -0.3804
F -1.0340 1.4014 1.7802
P 1.3309 0.5377 -0.3442
H -0.7472 -0.3830 -0.9758
H -0.3887 -0.8818 0.6408
H 0.3069 -1.5972 -0.9199
H 0.4739 1.6760 0.1994
```

Energy relative to the best compared isomer or geometry (same formula, charge and spin), kcal/mol: 122.8
Kohn-Sham gap (alpha / beta), eV: 4.980 / 4.952
Lowest unoccupied orbital energy (alpha / beta), eV: -4.0 / -4.0
Highest occupied orbital energy (alpha / beta), eV: -8.93 / -8.91
Charge: 0